ORCA calculation (ωB97M-V/def2-TZVPD) on a cluster of 9 separate species, C54H135N9O18 in total at a distorted geometry.

## Properties
LUMO energy = 0.0225 hartree
SMILES string = COCCNCCOC.COCCNCCOC.COCCNCCOC.COCCNCCOC.COCCNCCOC.COCCNCCOC.COCCNCCOC.COCCNCCOC.COCCNCCOC
Charge = 0
Energy above the lowest of the compared OMol25 structures with the same formula, charge and spin = 1189.3 kJ/mol
HOMO-LUMO gap = 8.9 eV
F_max = 0.072 hartree/bohr
M = 1198.72 g mol⁻¹

Last columns: bonded neighbours and bond lengths (Å).
Atoms and positions in Å:
1 C 3.06 3.93 12.62  O29 1.496, H102 1.090, H133 1.090, H186 1.090
2 O -1.60 -2.58 5.53  C85 1.408, C182 1.394
3 C -0.14 -2.95 7.32  N8 1.455, H177 1.090, C182 1.472, H200 1.090
4 H -2.94 -8.73 -5.88  C149 1.090
5 H -3.41 5.05 2.05  N216 1.010
6 H -1.65 3.30 0.36  C168 1.090
7 H 0.28 -3.66 8.99  N8 1.010
8 N 0.23 -2.69 8.71  C3 1.455, H7 1.010, C92 1.460
9 O -4.81 5.17 3.43  C52 1.445, C68 1.442
10 H -3.97 5.57 -10.54  C74 1.090
11 C -5.63 -8.33 -6.42  O14 1.416, H115 1.090, H132 1.090, H184 1.090
12 O -0.81 1.17 -6.66  C118 1.474, C162 1.431
13 H 4.57 1.93 11.66  C22 1.090
14 O -4.96 -8.22 -5.18  C11 1.416, C149 1.495
15 H -3.70 6.79 -6.43  C104 1.090
16 H -0.06 2.72 -1.21  C173 1.090
17 H 4.80 -5.58 5.40  N34 1.010
18 H 1.48 -0.93 8.51  C92 1.090
19 H 1.11 0.51 -2.70  C48 1.090
20 H -0.97 -2.28 0.29  C38 1.090
21 H 3.24 5.87 -3.23  C208 1.090
22 C 3.65 2.09 11.10  H13 1.090, O29 1.424, C55 1.575, H65 1.090
23 C 1.34 -4.79 -3.16  H63 1.090, H105 1.090, O163 1.475, H194 1.090
24 C 1.53 -7.60 6.22  H83 1.090, H98 1.090, H107 1.090, O151 1.442
25 H 0.66 -1.55 4.43  C203 1.090
26 H -5.23 5.99 0.13  C78 1.090
27 H 4.76 2.26 9.43  C55 1.090
28 H -5.88 5.90 -11.74  C145 1.090
29 O 2.61 2.77 11.79  C1 1.496, C22 1.424
30 C 4.31 3.66 -6.06  C96 1.512, H146 1.090, O159 1.499, H183 1.090
31 H 0.67 7.00 -4.50  C51 1.090
32 H 1.65 -1.82 9.93  C92 1.090
33 H 3.32 9.79 -3.16  C108 1.090
34 N 5.04 -5.69 4.43  H17 1.010, C180 1.480, C212 1.453
35 H -7.57 5.26 -12.44  C117 1.090
36 H 1.62 -2.63 -4.65  C202 1.090
37 H 0.36 -3.23 -0.09  C38 1.090
38 C 0.07 -2.19 -0.01  H20 1.090, H37 1.090, C49 1.548, N192 1.483
39 O -1.10 -6.25 -0.85  C106 1.458, C137 1.494
40 H -2.51 0.32 1.38  C100 1.090
41 H -2.51 0.23 -7.45  C162 1.090
42 H 3.34 -4.56 3.92  C180 1.090
43 H 4.48 -4.95 9.08  C181 1.090
44 C 5.05 1.24 -5.54  H75 1.090, H156 1.090, O159 1.424, H201 1.090
45 H -2.26 -2.32 7.42  C182 1.090
46 H -6.14 6.41 2.51  C68 1.090
47 H -5.88 7.30 -10.66  C145 1.090
48 C 0.03 0.38 -2.67  H19 1.090, O89 1.393, C153 1.547, H193 1.090
49 C 0.95 -1.66 1.15  C38 1.548, H62 1.090, H66 1.090, O171 1.442
50 H 2.34 -6.99 3.62  C87 1.090
51 C 1.41 7.03 -3.70  H31 1.090, O142 1.471, H158 1.090, C208 1.551
52 C -4.29 6.29 4.19  O9 1.445, H82 1.090, H172 1.090, H206 1.090
53 O -7.46 5.84 -10.41  C117 1.507, C145 1.473
54 H -2.11 -0.67 4.86  C85 1.090
55 C 3.94 2.90 9.78  C22 1.575, H27 1.090, N155 1.445, H170 1.090
56 H -3.46 -1.50 5.63  C85 1.090
57 H -1.04 -1.18 6.97  C182 1.090
58 O -2.73 2.33 1.80  C100 1.485, C168 1.429
59 C -0.30 -2.47 -5.56  H90 1.090, N109 1.463, C202 1.504, H215 1.090
60 H 7.00 -5.62 2.69  C99 1.090
61 H -3.38 6.20 -3.89  C144 1.090
62 H 1.88 -2.16 0.90  C49 1.090
63 H 1.98 -5.13 -3.98  C23 1.090
64 H -2.44 -4.87 -1.37  C106 1.090
65 H 3.32 1.10 10.77  C22 1.090
66 H 1.03 -0.58 1.02  C49 1.090
67 H 2.79 8.68 -2.03  C108 1.090
68 C -5.48 5.59 2.23  O9 1.442, H46 1.090, C78 1.504, H195 1.090
69 O 5.93 -4.07 1.74  C99 1.453, C185 1.432
70 C 2.67 -2.82 8.27  C92 1.583, H154 1.090, O165 1.470, H190 1.090
71 H 3.47 -5.94 8.00  C181 1.090
72 H 5.09 -7.71 4.83  C212 1.090
73 H 2.88 5.84 -5.73  N167 1.010
74 C -4.93 5.50 -10.03  H10 1.090, N111 1.448, C145 1.527, H174 1.090
75 H 6.01 0.77 -5.33  C44 1.090
76 H -2.88 -2.12 4.14  C85 1.090
77 H -2.00 2.05 -5.14  C118 1.090
78 C -4.64 5.98 1.04  H26 1.090, C68 1.504, H126 1.090, N216 1.458
79 H 1.77 4.99 -3.05  C208 1.090
80 H -1.84 6.43 -4.43  C144 1.090
81 H 4.57 3.57 6.16  C88 1.090
82 H -3.61 5.89 4.95  C52 1.090
83 H 0.67 -7.78 5.58  C24 1.090
84 N -1.75 -7.47 -3.43  H113 1.010, C147 1.479, C211 1.410
85 C -2.54 -1.65 5.06  O2 1.408, H54 1.090, H56 1.090, H76 1.090
86 H -2.76 5.59 -8.24  C131 1.090
87 C 3.04 -7.26 4.40  H50 1.090, O151 1.495, H188 1.090, C212 1.545
88 C 3.99 2.82 6.70  H81 1.090, O140 1.418, H197 1.090, C210 1.580
89 O -0.59 1.60 -2.96  C48 1.393, C173 1.442
90 H -1.12 -3.13 -5.84  C59 1.090
91 H 7.81 -4.66 1.39  C99 1.090
92 C 1.48 -1.96 8.86  N8 1.460, H18 1.090, H32 1.090, C70 1.583
93 H 1.84 1.13 6.56  C125 1.090
94 H 4.08 8.13 -3.24  C108 1.090
95 H -3.12 -6.52 -1.01  C106 1.090
96 C 3.62 4.18 -4.82  C30 1.512, H141 1.090, N167 1.424, H175 1.090
97 H 4.55 -5.62 1.83  C185 1.090
98 H 1.10 -6.89 6.93  C24 1.090
99 C 6.90 -5.16 1.71  H60 1.090, O69 1.453, H91 1.090, H121 1.090
100 C -1.94 1.08 1.90  H40 1.090, O58 1.485, H112 1.090, H189 1.090
101 H 0.83 -0.19 3.35  C203 1.090
102 H 4.08 3.82 13.00  C1 1.090
103 H -3.72 4.20 -7.92  C131 1.090
104 C -3.88 5.72 -6.44  H15 1.090, C131 1.481, H196 1.090, O209 1.386
105 H 0.80 -5.59 -2.66  C23 1.090
106 C -2.35 -5.94 -1.53  O39 1.458, H64 1.090, H95 1.090, C211 1.550
107 H 2.00 -8.46 6.71  C24 1.090
108 C 3.18 8.71 -3.05  H33 1.090, H67 1.090, H94 1.090, O142 1.434
109 N 0.19 -1.66 -6.67  C59 1.463, C160 1.452, H199 1.010
110 H -1.68 -5.57 -3.71  C211 1.090
111 N -4.72 5.98 -8.68  C74 1.448, C131 1.459, H213 1.010
112 H -1.86 1.04 2.99  C100 1.090
113 H -1.15 -7.82 -2.70  N84 1.010
114 H -7.86 6.88 -12.20  C117 1.090
115 H -5.62 -7.27 -6.70  C11 1.090
116 H 2.01 3.50 7.12  C210 1.090
117 C -8.12 5.92 -11.77  H35 1.090, O53 1.507, H114 1.090, H119 1.090
118 C -1.57 2.30 -6.11  O12 1.474, H77 1.090, H124 1.090, H169 1.090
119 H -9.19 5.76 -11.93  C117 1.090
120 H -0.47 -0.61 -8.38  C160 1.090
121 H 6.62 -5.94 1.00  C99 1.090
122 H -3.74 -8.46 -3.24  C147 1.090
123 H 3.24 4.58 7.74  C210 1.090
124 H -0.87 3.14 -6.17  C118 1.090
125 C 2.78 0.79 6.12  H93 1.090, H135 1.090, O140 1.461, H164 1.090
126 H -4.38 7.02 1.20  C78 1.090
127 H 1.11 2.70 -2.68  C173 1.090
128 H -1.63 -5.02 0.91  C137 1.090
129 H 0.04 -5.17 0.53  C137 1.090
130 H 3.91 -3.85 1.89  C185 1.090
131 C -3.74 5.29 -7.85  H86 1.090, H103 1.090, C104 1.481, N111 1.459
132 H -5.16 -8.99 -7.15  C11 1.090
133 H 2.37 3.94 13.46  C1 1.090
134 H -0.94 -6.43 1.37  C137 1.090
135 H 2.58 -0.06 5.47  C125 1.090
136 H 4.13 -4.50 7.37  C181 1.090
137 C -0.89 -5.73 0.54  O39 1.494, H128 1.090, H129 1.090, H134 1.090
138 H 2.10 3.35 9.60  N155 1.010
139 H -3.33 -7.05 -5.70  C149 1.090
140 O 3.57 1.93 5.67  C88 1.418, C125 1.461
141 H 4.44 4.59 -4.23  C96 1.090
142 O 2.18 8.25 -3.97  C51 1.471, C108 1.434
143 H 4.86 -7.18 3.14  C212 1.090
144 C -2.64 5.69 -4.51  H61 1.090, H80 1.090, H176 1.090, O209 1.404
145 C -6.07 6.23 -10.72  H28 1.090, H47 1.090, O53 1.473, C74 1.527
146 H 3.59 3.11 -6.67  C30 1.090
147 C -2.83 -8.39 -3.84  N84 1.479, H122 1.090, C149 1.590, H157 1.090
148 H 0.51 -2.08 -2.07  N192 1.010
149 C -3.48 -8.03 -5.24  H4 1.090, O14 1.495, H139 1.090, C147 1.590
150 H 2.15 -1.47 3.47  C203 1.090
151 O 2.64 -6.80 5.77  C24 1.442, C87 1.495
152 H 1.02 -4.06 -5.58  C202 1.090
153 C -0.41 -0.30 -1.35  C48 1.547, N192 1.403, H204 1.090, H214 1.090
154 H 2.57 -2.69 7.19  C70 1.090
155 N 2.74 2.90 8.97  C55 1.445, H138 1.010, C210 1.471
156 H 4.51 1.17 -4.59  C44 1.090
157 H -2.35 -9.36 -4.00  C147 1.090
158 H 0.88 7.11 -2.75  C51 1.090
159 O 5.34 2.61 -5.81  C30 1.499, C44 1.424
160 C -0.87 -1.09 -7.48  N109 1.452, H120 1.090, C162 1.513, H205 1.090
161 H -2.69 2.00 -0.29  C168 1.090
162 C -1.65 0.02 -6.82  O12 1.431, H41 1.090, C160 1.513, H207 1.090
163 O 0.30 -3.89 -3.69  C23 1.475, C202 1.411
164 H 3.37 0.46 6.97  C125 1.090
165 O 2.48 -4.25 8.56  C70 1.470, C181 1.446
166 H -0.36 3.66 -2.41  C173 1.090
167 N 2.63 5.20 -4.99  H73 1.010, C96 1.424, C208 1.459
168 C -2.61 2.79 0.45  H6 1.090, O58 1.429, H161 1.090, C191 1.612
169 H -2.39 2.61 -6.75  C118 1.090
170 H 4.30 3.91 9.93  C55 1.090
171 O 0.40 -2.03 2.43  C49 1.442, C203 1.480
172 H -3.74 6.95 3.51  C52 1.090
173 C 0.09 2.68 -2.29  H16 1.090, O89 1.442, H127 1.090, H166 1.090
174 H -5.20 4.45 -10.01  C74 1.090
175 H 3.17 3.53 -4.08  C96 1.090
176 H -2.35 4.86 -3.86  C144 1.090
177 H 0.72 -2.50 6.82  C3 1.090
178 H 5.00 -3.78 4.09  C180 1.090
179 H -4.71 3.48 0.45  C191 1.090
180 C 4.40 -4.59 3.67  N34 1.480, H42 1.090, H178 1.090, C185 1.531
181 C 3.73 -4.92 8.29  H43 1.090, H71 1.090, H136 1.090, O165 1.446
182 C -1.34 -2.23 6.85  O2 1.394, C3 1.472, H45 1.090, H57 1.090
183 H 4.67 4.48 -6.67  C30 1.090
184 H -6.64 -8.70 -6.24  C11 1.090
185 C 4.66 -4.59 2.16  O69 1.432, H97 1.090, H130 1.090, C180 1.531
186 H 2.98 4.94 12.22  C1 1.090
187 H -3.77 4.29 -0.71  C191 1.090
188 H 2.96 -8.35 4.34  C87 1.090
189 H -1.01 1.41 1.45  C100 1.090
190 H 3.54 -2.44 8.81  C70 1.090
191 C -3.73 3.94 0.33  C168 1.612, H179 1.090, H187 1.090, N216 1.487
192 N 0.36 -1.47 -1.28  C38 1.483, H148 1.010, C153 1.403
193 H -0.28 -0.30 -3.48  C48 1.090
194 H 1.91 -4.40 -2.32  C23 1.090
195 H -6.15 4.86 1.76  C68 1.090
196 H -4.89 5.73 -6.03  C104 1.090
197 H 4.82 2.31 7.19  C88 1.090
198 H -3.23 -5.88 -3.44  C211 1.090
199 H 0.88 -0.94 -6.48  N109 1.010
200 H -0.19 -4.03 7.19  C3 1.090
201 H 4.37 0.83 -6.29  C44 1.090
202 C 0.77 -3.28 -4.87  H36 1.090, C59 1.504, H152 1.090, O163 1.411
203 C 1.09 -1.24 3.48  H25 1.090, H101 1.090, H150 1.090, O171 1.480
204 H -1.46 -0.59 -1.32  C153 1.090
205 H -1.45 -1.91 -7.89  C160 1.090
206 H -5.04 6.91 4.68  C52 1.090
207 H -2.08 -0.29 -5.87  C162 1.090
208 C 2.26 5.73 -3.68  H21 1.090, C51 1.551, H79 1.090, N167 1.459
209 O -3.09 4.94 -5.60  C104 1.386, C144 1.404
210 C 2.96 3.53 7.66  C88 1.580, H116 1.090, H123 1.090, N155 1.471
211 C -2.26 -6.21 -3.05  N84 1.410, C106 1.550, H110 1.090, H198 1.090
212 C 4.55 -7.03 4.17  N34 1.453, H72 1.090, C87 1.545, H143 1.090
213 H -5.63 6.01 -8.23  N111 1.010
214 H -0.25 0.38 -0.51  C153 1.090
215 H -0.49 -1.75 -4.77  C59 1.090
216 N -3.41 5.20 1.05  H5 1.010, C78 1.458, C191 1.487